No. 1
A structure of composition C2H2Cl6F3V2 at a distorted geometry, computed with ωB97M-V/def2-TZVPD.

Output
- multiplicity = 7
- charge = +1
- ⟨S²⟩ = 12.009
- HOMO level (spin up / spin down) (eV) = -13.53 / -13.53
- E (hartree) = -5025.8823
- lowest unoccupied orbital energy (spin up / spin down) (eV) = -5.866 / -5.889

The geometry in XYZ format:
```
15
Properties=species:S:1:pos:R:3:forces:R:3
V 2.118416 -1.624283 -1.878846 -1.4100 -2.4076 4.2850
V 0.817044 -2.789253 0.881001 1.5736 1.1077 -4.0623
F 1.045531 -0.915459 -0.086978 0.4742 -0.8895 -0.6417
F 0.508671 -3.284581 -1.206590 0.7786 1.3078 1.0398
F 2.884881 -2.808320 -0.203923 -1.3421 1.0647 -0.6859
C -1.649797 0.514816 -1.619194 -1.0926 0.0372 0.3660
Cl -1.996766 2.228800 -1.735758 0.5034 0.1559 -0.1701
Cl -2.739010 -0.351711 -2.703216 0.3612 -0.2123 -0.0718
Cl -1.974708 0.022271 0.061367 0.0022 -0.3060 0.0890
H -0.618236 0.263622 -1.825848 0.0172 0.2061 -0.1265
C 0.300571 1.678439 1.967056 0.3057 0.5996 0.0046
Cl 2.045523 1.971146 2.171091 -0.2821 -0.0913 -0.2794
Cl -0.576368 3.194568 1.779015 0.0106 0.0145 0.2228
Cl -0.269367 0.751002 3.354773 -0.2210 -0.2073 -0.1574
H 0.103612 1.148942 1.046049 0.3209 -0.3794 0.1879
```
Forces are in eV/Å.

No. 2
The molecule C10H11N3S at a distorted geometry, computed with ωB97M-V/def2-TZVPD.

Output
- multiplicity = 1
- charge = 0
- HOMO level (eV) = -9.05
- E (hartree) = -950.0389
- lowest unoccupied orbital energy (eV) = 0.598

The geometry in XYZ format:
```
25
Properties=species:S:1:pos:R:3:forces:R:3
N -5.594506 -0.653607 0.157927 -3.7690 1.7876 -0.9764
C -4.349671 -0.077671 0.059729 0.4087 -2.0857 -0.0977
N -4.146632 1.139846 -0.178888 0.9525 1.6861 -0.3376
N -2.814869 1.455374 -0.448706 0.6006 -1.2204 0.2508
C -2.025971 0.426784 -0.358248 -1.4527 -1.8163 -0.7224
C -0.575396 0.313845 -0.697598 0.4985 1.0910 -0.4125
C 0.220433 0.155266 0.598461 -1.2688 0.3062 2.1978
C 1.721474 0.067335 0.394742 -1.9879 -2.7528 -1.1429
C 2.111250 -1.237891 -0.070929 1.4366 0.8118 2.2752
C 3.487947 -1.439839 -0.280857 -0.1460 0.5584 -1.1813
C 4.320716 -0.335116 -0.291658 0.9000 2.2464 -0.2481
C 3.830663 0.983739 -0.018057 2.8698 -0.0186 0.7501
C 2.549254 1.161161 0.426467 -1.8496 1.1932 0.5459
S -2.874481 -1.145620 -0.016079 -0.8679 2.3702 0.0945
H -6.502175 0.008608 -0.144289 3.7177 -2.0582 1.1522
H -5.806532 -1.101067 1.034392 0.1122 -0.1725 0.0890
H -0.276760 -0.505050 -1.471534 -0.8525 1.7127 1.1604
H -0.402280 1.382115 -0.993480 0.5249 -1.1006 -0.7109
H -0.146592 1.041636 1.220947 1.0093 -0.9174 -0.5325
H -0.206971 -0.727707 1.188811 0.8680 0.8373 -0.8380
H 1.483142 -2.104440 0.195879 0.0018 0.5651 -0.8431
H 3.957575 -2.345469 -0.653303 -0.4844 -0.3589 0.5028
H 5.424059 -0.370287 -0.531992 -1.4678 -0.3843 0.2397
H 4.612635 1.816888 0.043514 -1.3697 -1.1691 -0.3007
H 2.003677 2.091175 0.834743 1.6158 -1.1111 -0.9144
```
Forces are in eV/Å.

No. 3
A cluster of 14 separate species, H28O14 in total at a distorted geometry, computed with ωB97M-V/def2-TZVPD.

Output
- multiplicity = 1
- charge = 0
- HOMO level (eV) = -8.66
- E (hartree) = -1069.9438
- lowest unoccupied orbital energy (eV) = -0.370

The geometry in XYZ format:
```
42
Properties=species:S:1:pos:R:3:forces:R:3
H 0.776883 0.623053 -0.970490 -1.7625 -0.5634 1.2943
H 0.139568 -0.580614 -0.046815 0.1334 0.5590 -0.4721
H -2.231637 -2.322467 1.194369 -0.4623 -1.0923 -1.6758
H -1.681785 -0.818881 1.317116 -1.3534 -2.6971 0.3510
H -3.479356 -2.234025 -0.907552 1.4559 0.1123 0.6063
H -1.956777 -1.886826 -0.994094 0.6158 0.1614 -0.7769
H 2.270730 2.741413 1.517928 -3.0988 0.3101 1.8661
H 3.035887 3.656804 0.495219 -0.4314 -0.4265 0.8239
H -0.403611 0.464810 1.559747 1.1726 0.7558 0.9039
H 0.944595 1.132450 1.876780 1.3039 0.5711 -0.9773
H -0.532335 3.552288 -2.975102 1.6115 1.8230 -2.1683
H -1.134753 2.320687 -2.620562 -0.2847 -0.4708 0.4149
H 1.974213 2.203308 -0.800368 -1.9092 0.6670 0.1448
H 0.562414 2.555191 -0.191364 -0.2158 0.0282 0.2442
H -3.959346 1.170487 0.461920 -0.9570 -0.7136 0.1598
H -5.238478 0.262699 0.799325 -1.3876 -1.0226 -1.3922
H 3.903780 2.369968 -1.858067 0.5344 -0.8144 0.0910
H 3.055065 3.592127 -1.875596 1.4323 -0.4259 -1.3876
H -0.686541 -3.678553 3.539140 -0.6166 0.0999 -0.0695
H 0.800618 -3.548568 3.455084 -1.1803 1.1113 0.3798
H 2.116606 -2.717637 0.601430 -1.2543 -2.3058 0.8742
H 1.200434 -3.447893 1.653062 -0.8073 0.6024 0.8129
H 0.468907 -0.072021 -3.189280 -0.4051 0.0704 0.4362
H 0.817115 -0.637836 -4.560273 1.2063 1.2558 1.8558
H 2.090674 -3.223269 -2.514758 1.2876 -0.1907 0.1302
H 1.481109 -1.932576 -1.781662 0.5941 -0.7752 -0.5715
H -2.654660 0.735112 2.935138 -0.0403 0.2251 0.5267
H -1.550593 -0.296145 3.105580 1.5870 -0.1832 1.0730
O -0.010687 0.322088 -0.402539 1.0322 -1.0602 -1.0273
O -1.858830 -1.700540 1.760400 3.8040 -0.8835 -0.4784
O -2.630779 -2.160298 -0.391076 -2.8147 -0.6655 -1.8508
O 3.028506 2.847267 1.038381 3.7530 0.2750 -2.4929
O 0.228295 0.703390 2.283684 -2.1264 -0.9778 0.5233
O -0.946097 3.183908 -2.249345 -2.1266 -1.0863 1.4257
O 1.028005 2.480206 -1.023429 3.2609 -0.3465 -0.3841
O -4.538862 0.762183 1.132175 2.2457 1.8703 1.1523
O 3.846459 3.181028 -2.351910 -1.9359 1.2996 1.1823
O -0.030551 -2.988590 3.425091 2.1656 -1.3944 0.0547
O 1.655784 -3.599379 0.841511 1.9412 1.8344 -1.7871
O 1.209268 -0.088720 -3.790545 -0.8462 -1.1846 -2.2287
O 1.319240 -2.729868 -2.311890 -1.9329 0.8714 0.3387
O -2.428474 -0.195761 2.813636 -3.1882 4.7767 2.0746
```
Forces are in eV/Å.

No. 4
A structure of composition C30H21GeMoN4O6S3 at a distorted geometry, computed with ωB97M-V/def2-TZVPD.

Output
- multiplicity = 1
- charge = -1
- HOMO level (spin up / spin down) (eV) = -4.63 / -4.63
- E (hartree) = -5166.0423
- lowest unoccupied orbital energy (spin up / spin down) (eV) = -0.222 / -0.191

The geometry in XYZ format:
```
66
Properties=species:S:1:pos:R:3:forces:R:3
Mo -0.675999 -0.505679 -0.210819 -1.2270 1.1869 -1.2537
O 0.086095 1.173926 -0.733826 0.4100 -0.5581 -0.3553
C 1.184326 1.900029 -0.843870 -0.3989 0.1609 0.2072
C 1.098405 3.262592 -1.176421 -0.0353 -0.0288 0.0098
C 2.255153 4.002235 -1.262209 -0.0983 -0.1109 0.0169
C 3.514373 3.425423 -1.022772 0.0112 -0.1275 0.0284
C 3.601069 2.094480 -0.705180 0.0332 0.1004 -0.0273
C 2.433922 1.311543 -0.608755 -0.1262 -0.2033 0.0688
C 2.508163 -0.081462 -0.356966 -0.4097 -0.1607 -0.0260
N 1.487643 -0.902310 -0.255049 0.3089 0.2329 0.2846
N 1.909355 -2.230173 -0.174727 -0.1935 0.0580 -0.0036
C 0.864636 -2.984167 -0.256825 0.4522 -0.1725 0.1012
O -0.321400 -2.478135 -0.401663 0.0135 0.4582 0.2378
C 0.968175 -4.455903 -0.179050 -0.0407 0.0463 -0.0489
C 2.195398 -5.071626 0.054742 -0.0274 0.0230 -0.0266
C 2.264425 -6.450226 0.144886 -0.0038 -0.0040 0.0043
C 1.111464 -7.214776 0.004841 -0.0071 0.0068 -0.0023
C -0.109743 -6.598635 -0.226238 0.0033 -0.0070 0.0066
C -0.189038 -5.216450 -0.318671 0.0282 0.0338 0.0149
H 0.123838 3.696208 -1.352861 -0.0669 -0.0172 -0.0315
H 2.189109 5.052216 -1.515261 -0.0185 0.0066 -0.0017
H 4.408044 4.029251 -1.093141 0.0172 0.0086 0.0028
H 4.561469 1.627126 -0.527224 0.0217 -0.0176 0.0170
H 3.488071 -0.546784 -0.287220 -0.0511 -0.0367 -0.0348
H 3.076605 -4.457631 0.175381 0.0296 0.0130 0.0025
H 3.215829 -6.932227 0.329450 0.0097 -0.0037 0.0009
H 1.167773 -8.293417 0.078003 -0.0018 -0.0130 -0.0002
H -1.006509 -7.193600 -0.333619 -0.0218 -0.0130 -0.0033
H -1.133588 -4.714774 -0.493027 -0.0244 -0.0083 -0.0034
S -2.228109 1.284123 0.753658 0.3759 -1.0084 0.1553
C -2.301363 2.618636 -0.388659 0.0983 0.7766 -1.5521
S -2.468308 2.374776 -2.062809 0.0343 -0.1265 0.7010
C -2.308170 3.912617 0.147355 0.1356 -0.3225 0.5410
C -2.116966 4.134105 1.541409 -0.0300 0.1071 -0.1532
N -1.955336 4.343822 2.663739 0.0555 -0.0178 0.2355
C -2.465750 5.073421 -0.662354 0.0428 -0.4977 0.2106
N -2.557466 6.035395 -1.285996 -0.0266 0.3839 -0.2036
Ge -0.201292 -0.311423 2.357089 -0.0041 0.0342 0.5820
C -1.714340 -0.424952 3.567681 -0.0510 0.0242 -0.0900
C -2.055789 0.716703 4.288987 0.0966 0.0688 -0.0481
C -3.106538 0.694343 5.194456 -0.0084 -0.0058 0.0305
C -3.827241 -0.473197 5.387947 0.0061 0.0059 -0.0048
C -3.501489 -1.613626 4.667385 -0.0139 -0.0148 0.0113
C -2.456142 -1.588072 3.758860 0.0408 -0.0457 -0.0225
C 1.182997 -1.612034 2.838768 -0.0919 -0.0745 -0.0919
C 0.901894 -2.968055 2.989899 -0.0466 -0.0064 -0.0225
C 1.908935 -3.876542 3.277254 0.0142 -0.0183 0.0108
C 3.217719 -3.439813 3.417122 -0.0038 -0.0208 0.0013
C 3.512939 -2.092108 3.275172 0.0272 0.0167 0.0178
C 2.501131 -1.187667 2.989349 -0.0258 0.0395 -0.0083
H 0.441398 1.080955 2.536804 0.1065 -0.0962 -0.1312
H -1.516345 1.642051 4.124966 -0.0205 0.0500 -0.0153
H -3.369537 1.594340 5.734225 0.0074 0.0248 0.0001
H -4.652984 -0.491625 6.087206 -0.0246 -0.0016 0.0173
H -4.076011 -2.520817 4.798609 -0.0196 -0.0341 0.0016
H -2.245385 -2.470909 3.171120 0.0006 -0.0284 -0.0082
H -0.111389 -3.330588 2.862571 -0.0246 -0.0082 -0.0008
H 1.673399 -4.928225 3.373975 -0.0111 -0.0359 0.0047
H 4.006135 -4.148560 3.635079 0.0210 -0.0197 0.0043
H 4.532427 -1.745547 3.388982 0.0202 0.0114 0.0045
H 2.741880 -0.135890 2.880920 0.0136 0.0490 -0.0069
O -3.139784 -3.133744 -0.827264 0.1507 0.0338 -0.0300
S -3.135796 -1.741896 -0.488612 -0.6099 -0.0428 0.3151
O -2.150265 -0.954083 -1.438158 0.8632 0.0710 0.2957
O -2.277866 -1.468972 0.769295 0.1651 -0.1066 0.0806
O -4.398286 -1.085609 -0.430276 0.1503 -0.0171 -0.0169
```
Forces are in eV/Å.